[1]
The following is a DFT calculation (wB97M-V/def2-TZVPD) of a structure of composition C36H55BBrN9O2PS3Zn.

## Properties
- largest force on an atom (eV Å⁻¹) = 1.348
- charge = +1
- LUMO (eV) = -2.00
- 2S+1 = 1
- orbital gap (eV) = 8.02
- energy (Eh) = -7962.24502

Each line ends with the Löwdin charge.
Positions of all 109 atoms, in Å:
Zn (-0.29064, 0.11037, 0.12445)  0.3590
C (-2.82903, -1.41604, 3.66471)  -0.1023
C (-1.50556, -1.76004, 4.33851)  -0.5331
C (-1.08095, -0.54140, 5.15728)  -0.0484
C (-1.70889, -2.98425, 5.23769)  -0.0173
N (-0.42170, -2.08962, 3.39553)  0.0180
C (0.82368, -2.45479, 3.84668)  -0.0390
C (1.56831, -2.80544, 2.77756)  -0.0588
N (0.80201, -2.65112, 1.65465)  0.0125
B (1.35945, -3.06144, 0.27593)  -0.5880
N (0.25921, -3.22190, -0.79884)  0.0102
C (-0.47719, -4.37110, -0.87135)  -0.0519
C (-1.35032, -4.25178, -1.89278)  -0.0396
N (-1.15470, -3.02185, -2.47077)  0.0058
C (-0.17631, -2.40245, -1.77492)  -0.6551
S (0.42128, -0.82433, -2.04979)  0.7196
C (-1.98624, -2.60629, -3.61237)  -0.5342
C (-1.80158, -3.65215, -4.71882)  -0.0188
C (-1.61511, -1.24417, -4.19265)  -0.1001
C (-3.43757, -2.57083, -3.11276)  -0.0105
N (2.43917, -2.07414, -0.21637)  0.0134
C (3.32440, -2.49429, -1.16815)  -0.0461
C (4.19127, -1.48949, -1.41139)  -0.0360
N (3.84491, -0.43378, -0.60352)  0.0070
C (2.75904, -0.80971, 0.10932)  -0.6542
S (1.91103, 0.14367, 1.25248)  0.7236
C (4.68463, 0.77669, -0.58766)  -0.5373
C (4.18868, 1.86783, 0.35714)  -0.0886
C (6.07560, 0.32889, -0.12197)  -0.0158
C (4.69642, 1.33631, -2.01505)  -0.0100
C (-0.40161, -2.20422, 2.05224)  -0.6517
S (-1.64392, -1.80410, 0.95682)  0.7747
H (-3.54309, -1.17309, 4.44696)  0.0897
H (-3.22144, -2.24180, 3.07826)  0.0616
H (-2.72667, -0.53911, 3.03239)  0.0374
H (-1.79680, -0.37451, 5.95611)  0.0956
H (-1.06956, 0.34268, 4.52696)  0.0467
H (-0.09644, -0.66213, 5.59584)  0.0634
H (-2.53525, -2.79868, 5.91669)  0.0915
H (-0.82349, -3.20176, 5.82769)  0.0801
H (-1.95293, -3.85888, 4.63939)  0.0956
H (1.09591, -2.42557, 4.87917)  0.1250
H (2.57731, -3.15682, 2.72032)  0.1330
H (1.88887, -4.12046, 0.41194)  0.1319
H (-0.32450, -5.18084, -0.18962)  0.1321
H (-2.08644, -4.94694, -2.23537)  0.1250
H (-0.75512, -3.69465, -5.01175)  0.0978
H (-2.39672, -3.37603, -5.58447)  0.0942
H (-2.10902, -4.64566, -4.40713)  0.0766
H (-0.56529, -1.20252, -4.47008)  0.0614
H (-1.81747, -0.42999, -3.50205)  0.0191
H (-2.21505, -1.08607, -5.08625)  0.0954
H (-3.85033, -3.57221, -3.03178)  0.0847
H (-4.05350, -2.00264, -3.80367)  0.0924
H (-3.48893, -2.10011, -2.13263)  0.0755
H (3.26409, -3.47626, -1.58933)  0.1322
H (5.01295, -1.45033, -2.09506)  0.1242
H (4.16173, 1.52048, 1.38597)  0.0606
H (3.19813, 2.21849, 0.07996)  0.0448
H (4.88094, 2.70457, 0.29509)  0.0946
H (5.99518, -0.12688, 0.86335)  0.0972
H (6.74275, 1.18256, -0.05218)  0.0930
H (6.51766, -0.39424, -0.80181)  0.0787
H (3.67319, 1.49454, -2.35024)  0.0759
H (5.18835, 0.66607, -2.71414)  0.0803
H (5.21834, 2.28869, -2.03589)  0.0945
C (-1.31412, 2.51318, -4.32677)  -0.2857
P (-0.93941, 2.26509, -2.53554)  0.8008
C (0.87410, 2.61991, -2.62084)  -0.3096
C (-1.60306, 3.89005, -1.94057)  -0.2771
H (-0.95753, 3.48465, -4.66610)  0.0445
H (-2.39032, 2.45769, -4.47875)  0.0370
H (-0.83771, 1.72333, -4.90270)  0.0298
H (1.08119, 3.64691, -2.91815)  0.0461
H (1.29341, 1.93844, -3.35869)  0.0282
H (1.33937, 2.40962, -1.65922)  -0.0044
H (-0.98607, 4.71555, -2.29263)  0.0409
H (-1.65246, 3.90947, -0.85358)  0.0049
H (-2.61661, 4.00049, -2.32591)  0.0430
O (-3.76637, 1.70339, 4.19404)  -0.0413
C (-4.98796, 1.80028, 3.52548)  -0.2545
N (-5.17830, 3.07689, 2.88310)  0.1082
C (-4.87362, 3.40013, 1.60351)  -0.4645
O (-5.10320, 4.48882, 1.13043)  0.1017
C (-4.23363, 2.32545, 0.77068)  -0.1178
C (-4.94654, 1.76243, -0.28180)  0.0298
C (-4.30146, 0.85418, -1.10681)  -0.0153
C (-2.97285, 0.56982, -0.86453)  -0.2456
N (-2.28125, 1.12679, 0.12349)  -0.0341
C (-2.89467, 1.97958, 0.93152)  -0.0656
H (-3.73134, 2.34045, 4.91935)  0.1038
H (-5.83551, 1.63029, 4.20636)  0.1376
H (-4.97539, 1.01239, 2.76654)  0.1284
H (-5.57124, 3.83250, 3.43089)  0.1570
H (-5.97778, 2.03448, -0.45089)  0.1340
H (-4.81304, 0.39096, -1.93502)  0.1135
H (-2.42983, -0.13692, -1.47585)  0.0407
H (-2.30188, 2.40278, 1.73053)  0.1307
Br (1.44565, 1.90301, 4.44885)  0.7833
C (1.44620, 3.19565, 3.06327)  -0.7535
C (2.13785, 4.38623, 3.23080)  -0.0954
C (2.10674, 5.28946, 2.18177)  -0.0504
C (1.40997, 4.95999, 1.02950)  -0.0435
C (0.75978, 3.73893, 0.98474)  -0.1607
N (0.76837, 2.87273, 1.98523)  -0.0046
H (2.66412, 4.59067, 4.14804)  0.1032
H (2.62339, 6.23292, 2.26427)  0.1142
H (1.37353, 5.63553, 0.19042)  0.1086
H (0.20745, 3.42457, 0.11309)  0.0654

Cartesian forces (eV/Å) of the 3 atoms listed first:
0.14 -0.65 0.11
0.02 -0.01 0.03
-0.56 0.14 0.50

=====

[2]
The following is a DFT calculation (wB97M-V/def2-TZVPD) of a structure of composition C20H17IrN8PS2.

## Properties
- largest force on an atom (eV Å⁻¹) = 0.966
- charge = +1
- LUMO (eV) = -3.56
- 2S+1 = 1
- orbital gap (eV) = 7.06
- energy above the lowest of the compared OMol25 structures with the same formula, charge and spin (eV) = 0.379
- energy (Eh) = -2452.32164

Each line ends with the Löwdin charge.
Positions of all 49 atoms, in Å:
Ir (1.19008, -0.24745, -0.63829)  0.8559
C (-0.60975, 4.86238, -1.65774)  -0.0094
N (-0.65065, 3.49432, -1.15099)  -0.1189
C (-1.71781, 2.92665, -0.51654)  -0.0219
C (-1.33570, 1.66686, -0.15524)  -0.0836
N (-0.05110, 1.46943, -0.56024)  -0.1217
C (0.35512, 2.58749, -1.16261)  -0.4369
P (2.00146, 2.90417, -1.89780)  1.1892
C (2.09501, 1.45173, -3.00000)  -0.4549
N (1.50254, 0.30626, -2.69901)  -0.1188
C (1.69313, -0.53520, -3.76216)  -0.1195
C (2.40403, 0.12886, -4.71654)  -0.0179
N (2.64489, 1.38661, -4.22911)  -0.1082
C (3.41365, 2.42732, -4.90288)  -0.0010
C (2.94958, 2.13253, -0.55645)  -0.4289
N (2.62883, 0.95430, -0.02882)  -0.1428
C (3.53265, 0.66859, 0.95613)  -0.0671
C (4.41607, 1.70280, 1.02250)  -0.0076
N (4.04261, 2.61257, 0.07229)  -0.1084
C (4.68250, 3.90609, -0.14153)  0.0011
H (-1.63055, 5.21700, -1.76491)  0.0999
H (-0.07520, 5.51029, -0.96580)  0.1009
H (-0.12662, 4.88797, -2.63093)  0.0816
H (-2.64387, 3.45655, -0.37821)  0.1345
H (-1.88950, 0.90582, 0.36673)  0.1178
H (1.30093, -1.53728, -3.77614)  0.1112
H (2.74671, -0.17770, -5.68932)  0.1348
H (3.90366, 1.98584, -5.76533)  0.1000
H (2.76132, 3.23227, -5.23562)  0.0987
H (4.17540, 2.82229, -4.23488)  0.0898
H (3.48161, -0.23453, 1.53869)  0.1081
H (5.26886, 1.86093, 1.65912)  0.1393
H (5.75286, 3.79540, 0.00872)  0.1030
H (4.49956, 4.24133, -1.15876)  0.0730
H (4.29108, 4.64192, 0.55833)  0.1044
S (0.54318, -1.27570, 1.25614)  0.5974
C (1.88924, -2.32832, 1.64184)  -0.6817
C (2.06182, -2.81636, 2.93522)  -0.0433
C (3.13729, -3.63656, 3.23014)  -0.1751
C (3.33473, -4.08790, 4.57811)  -0.1680
N (3.49930, -4.43708, 5.65958)  0.1898
C (4.04403, -3.99254, 2.21261)  -0.1738
C (3.86251, -3.52236, 0.92405)  -0.0426
C (2.78979, -2.68153, 0.62989)  -0.6788
S (2.55433, -2.04648, -0.97813)  0.6258
C (5.18258, -4.81880, 2.50144)  -0.1667
N (6.10893, -5.46464, 2.70926)  0.1902
H (1.36304, -2.54338, 3.71478)  0.1256
H (4.56589, -3.79763, 0.14952)  0.1257

Cartesian forces (eV/Å) of the 3 atoms listed first:
-0.20 -0.88 -0.35
0.00 -0.01 0.00
-0.01 0.02 0.02

=====

[3]
The following is a DFT calculation (wB97M-V/def2-TZVPD) of a structure of composition C45H49ClF3N6O4SbW.

## Properties
- expectation value of S² = 2.017
- largest force on an atom (eV Å⁻¹) = 4.225
- charge = +2
- LUMO (spin up / spin down) (eV) = -5.05 / -5.77
- 2S+1 = 3
- orbital gap (spin up / spin down) (eV) = 7.26 / 6.54
- energy above the lowest of the compared OMol25 structures with the same formula, charge and spin (eV) = 0.000
- energy (Eh) = -3440.17356

Each line ends with the Löwdin charge.
Positions of all 110 atoms, in Å:
W (-0.35993, 0.77052, 1.67391)  1.6529
C (-0.85909, -0.62077, 4.48068)  -0.1226
C (-2.19677, 0.01701, 4.03205)  -0.1821
N (-2.39427, -0.06803, 2.56506)  -0.1236
C (-2.72806, -1.50300, 2.12431)  -0.0978
C (-1.71253, -2.04702, 1.11467)  -0.1626
N (-0.28875, -1.47822, 1.34479)  -0.1425
C (0.52856, -2.28149, 2.29072)  -0.1734
C (1.22434, -1.37064, 3.20704)  -0.1909
N (0.26818, -0.29169, 3.57146)  -0.1648
H (-0.95965, -1.70597, 4.44795)  0.1179
H (-0.71814, -0.27693, 5.52310)  0.1460
H (-2.15514, 0.98894, 4.29343)  0.0535
H (-2.97014, -0.57956, 4.57100)  0.1474
H (-3.09963, 0.60265, 2.30957)  0.1166
H (-3.68242, -1.39417, 1.53609)  0.1500
H (-2.87137, -2.08467, 3.09193)  0.1393
H (-2.00108, -1.79026, 0.08046)  0.0723
H (-1.66899, -3.10808, 1.15024)  0.1105
H (0.11678, -1.48460, 0.39764)  0.0056
H (1.30208, -2.80052, 1.67586)  0.1538
H (-0.08057, -3.00909, 2.78443)  0.1211
H (2.04469, -0.81823, 2.74822)  0.1001
H (1.70266, -2.03692, 3.94405)  0.1479
H (0.88634, 0.52827, 3.76143)  0.0888
O (-4.04912, 3.83557, -2.20620)  0.1522
C (-3.52367, 4.62885, -1.26605)  -0.4730
O (-3.67094, 5.80704, -1.27832)  0.1592
C (-2.73227, 3.92894, -0.18140)  -0.0186
C (-2.39806, 4.64596, 0.93743)  0.0402
N (-1.72814, 3.83995, 1.75215)  0.0650
N (-1.55619, 2.59603, 1.24657)  -0.0443
C (-2.19849, 2.65950, 0.02489)  -0.1227
C (-2.35652, 1.38049, -0.61438)  -0.5186
O (-3.11504, 1.26774, -1.54925)  0.1295
O (-1.61720, 0.42600, -0.06943)  -0.1777
H (-3.70822, 2.92255, -2.15703)  0.0802
H (-2.58279, 5.72803, 1.13057)  0.1808
H (-1.19039, 4.13694, 2.52008)  0.1118
C (5.59012, 2.54404, 1.58931)  0.0036
N (4.47972, 2.62956, 2.52119)  -0.2125
C (4.48134, 1.56039, 3.51509)  0.0289
C (3.13144, 2.73060, 1.76723)  -0.0631
C (1.96429, 3.14164, 2.65285)  -0.2394
C (2.18016, 4.30714, 3.31996)  -0.0330
C (1.33076, 4.76079, 4.36395)  -0.0103
C (0.19328, 3.99761, 4.61172)  -0.0516
C (-0.07550, 2.87544, 3.81022)  -0.1834
C (0.79714, 2.38465, 2.84076)  -0.2152
H (6.55600, 2.64663, 2.13837)  0.1311
H (5.52953, 3.46638, 1.03150)  0.1104
H (5.55422, 1.61679, 0.99173)  0.1313
H (4.61481, 3.55275, 2.96965)  0.1742
H (4.11563, 0.63806, 3.07439)  0.1085
H (3.79394, 1.74289, 4.30087)  0.1008
H (5.49493, 1.60063, 3.81076)  0.1021
H (3.02570, 1.69074, 1.40024)  0.1027
H (3.33245, 3.50415, 0.99434)  0.1491
H (3.08692, 4.81395, 3.14040)  0.1038
H (1.66388, 5.52189, 5.04757)  0.1172
H (-0.51123, 4.27371, 5.38107)  0.1173
H (-0.93097, 2.22948, 3.91780)  0.0584
Cl (3.11903, 4.71122, -3.85235)  0.7558
C (2.63520, 3.73618, -2.56514)  -0.7088
C (1.56846, 4.02163, -1.73585)  -0.0760
C (1.14672, 3.06309, -0.81991)  -0.0641
C (1.77163, 1.84248, -0.68863)  -0.3437
C (1.32979, 0.68139, 0.16320)  -0.2548
C (2.87017, 1.59504, -1.52684)  -0.0757
C (3.28366, 2.50874, -2.44347)  -0.1169
H (1.04933, 4.95511, -1.76637)  0.1100
H (0.38161, 3.36411, -0.07662)  0.1000
H (2.11830, -0.01643, 0.45614)  0.0453
H (0.87199, -0.02914, -0.60965)  0.0404
H (3.47231, 0.68281, -1.52763)  0.1254
H (4.05728, 2.16604, -3.14857)  0.1242
F (2.02270, -8.41474, -3.79621)  0.0392
C (1.56205, -7.16343, -3.43429)  -0.2522
C (2.39113, -6.34643, -2.73046)  0.0057
C (1.86347, -5.08210, -2.45784)  -0.1549
C (0.58915, -4.74725, -2.79971)  -0.3797
C (-0.19700, -5.66339, -3.53983)  -0.1167
C (0.31670, -6.86246, -3.93850)  0.0064
Sb (-0.23374, -2.81427, -2.21139)  1.5513
C (-2.27814, -3.46949, -2.13995)  -0.4236
C (-2.58670, -4.72524, -1.61996)  -0.1368
C (-3.88924, -5.02906, -1.38347)  0.0048
C (-4.87881, -4.09342, -1.71131)  -0.2999
F (-6.16939, -4.41363, -1.58848)  0.0828
C (-4.58214, -2.89215, -2.23332)  -0.0069
C (-3.25441, -2.56729, -2.39941)  -0.1476
C (-0.55410, -1.65814, -3.97673)  -0.4159
C (-0.14690, -0.34240, -4.02124)  -0.1304
C (-0.47345, 0.44181, -5.11183)  -0.0142
C (-1.24421, -0.06162, -6.09407)  -0.2877
F (-1.56550, 0.67322, -7.15690)  0.0986
C (-1.70201, -1.36485, -6.02332)  0.0156
C (-1.38383, -2.15863, -4.94796)  -0.1282
H (3.38132, -6.64595, -2.46463)  0.1207
H (2.42904, -4.42693, -1.83982)  0.0746
H (-1.22113, -5.38230, -3.78969)  0.0956
H (-0.13314, -7.61768, -4.56193)  0.1326
H (-1.83054, -5.42670, -1.39760)  0.0895
H (-4.22786, -6.01462, -1.05735)  0.1319
H (-5.50408, -2.25534, -2.52663)  0.1677
H (-2.89039, -1.61777, -2.81269)  0.1026
H (0.56349, 0.09007, -3.30774)  0.0904
H (-0.06835, 1.43851, -5.19179)  0.1243
H (-2.28262, -1.67911, -6.85814)  0.1225
H (-1.79551, -3.18048, -4.93478)  0.1179

Cartesian forces (eV/Å) of the 3 atoms listed first:
-0.68 -0.98 -1.35
-0.36 0.30 -0.05
0.30 -4.16 -0.68

=====

Question: The lowest largest force on an atom belongs to which entry?
Answer: C20H17IrN8PS2

=====

Question: Look up the charge of the first one.
Answer: +1

=====

Copy entry 2 word for word.
The following is a DFT calculation (wB97M-V/def2-TZVPD) of a structure of composition C20H17IrN8PS2.

## Properties
- largest force on an atom (eV Å⁻¹) = 0.966
- charge = +1
- LUMO (eV) = -3.56
- 2S+1 = 1
- orbital gap (eV) = 7.06
- energy above the lowest of the compared OMol25 structures with the same formula, charge and spin (eV) = 0.379
- energy (Eh) = -2452.32164

Each line ends with the Löwdin charge.
Positions of all 49 atoms, in Å:
Ir (1.19008, -0.24745, -0.63829)  0.8559
C (-0.60975, 4.86238, -1.65774)  -0.0094
N (-0.65065, 3.49432, -1.15099)  -0.1189
C (-1.71781, 2.92665, -0.51654)  -0.0219
C (-1.33570, 1.66686, -0.15524)  -0.0836
N (-0.05110, 1.46943, -0.56024)  -0.1217
C (0.35512, 2.58749, -1.16261)  -0.4369
P (2.00146, 2.90417, -1.89780)  1.1892
C (2.09501, 1.45173, -3.00000)  -0.4549
N (1.50254, 0.30626, -2.69901)  -0.1188
C (1.69313, -0.53520, -3.76216)  -0.1195
C (2.40403, 0.12886, -4.71654)  -0.0179
N (2.64489, 1.38661, -4.22911)  -0.1082
C (3.41365, 2.42732, -4.90288)  -0.0010
C (2.94958, 2.13253, -0.55645)  -0.4289
N (2.62883, 0.95430, -0.02882)  -0.1428
C (3.53265, 0.66859, 0.95613)  -0.0671
C (4.41607, 1.70280, 1.02250)  -0.0076
N (4.04261, 2.61257, 0.07229)  -0.1084
C (4.68250, 3.90609, -0.14153)  0.0011
H (-1.63055, 5.21700, -1.76491)  0.0999
H (-0.07520, 5.51029, -0.96580)  0.1009
H (-0.12662, 4.88797, -2.63093)  0.0816
H (-2.64387, 3.45655, -0.37821)  0.1345
H (-1.88950, 0.90582, 0.36673)  0.1178
H (1.30093, -1.53728, -3.77614)  0.1112
H (2.74671, -0.17770, -5.68932)  0.1348
H (3.90366, 1.98584, -5.76533)  0.1000
H (2.76132, 3.23227, -5.23562)  0.0987
H (4.17540, 2.82229, -4.23488)  0.0898
H (3.48161, -0.23453, 1.53869)  0.1081
H (5.26886, 1.86093, 1.65912)  0.1393
H (5.75286, 3.79540, 0.00872)  0.1030
H (4.49956, 4.24133, -1.15876)  0.0730
H (4.29108, 4.64192, 0.55833)  0.1044
S (0.54318, -1.27570, 1.25614)  0.5974
C (1.88924, -2.32832, 1.64184)  -0.6817
C (2.06182, -2.81636, 2.93522)  -0.0433
C (3.13729, -3.63656, 3.23014)  -0.1751
C (3.33473, -4.08790, 4.57811)  -0.1680
N (3.49930, -4.43708, 5.65958)  0.1898
C (4.04403, -3.99254, 2.21261)  -0.1738
C (3.86251, -3.52236, 0.92405)  -0.0426
C (2.78979, -2.68153, 0.62989)  -0.6788
S (2.55433, -2.04648, -0.97813)  0.6258
C (5.18258, -4.81880, 2.50144)  -0.1667
N (6.10893, -5.46464, 2.70926)  0.1902
H (1.36304, -2.54338, 3.71478)  0.1256
H (4.56589, -3.79763, 0.14952)  0.1257

Cartesian forces (eV/Å) of the 3 atoms listed first:
-0.20 -0.88 -0.35
0.00 -0.01 0.00
-0.01 0.02 0.02